Record 1
C5H8N2 in the gas phase in a non-equilibrium geometry. Source: OMol25; level of theory: ωB97M-V with the def2-TZVPD basis set.

The geometry in XYZ format:
```
15
Properties=species:S:1:pos:R:3:forces:R:3
C 2.6342 0.1595 -0.3463 -0.05 0.03 0.08
C 1.1882 0.0847 0.0702 -0.02 0.01 -0.23
C 0.1301 0.6338 -0.5966 -0.85 -0.13 0.72
N -1.0606 0.1239 0.0981 0.62 0.02 0.07
C -2.5309 -0.0642 -0.1404 0.26 0.26 -0.21
C -0.5271 -0.6395 1.0925 0.11 -0.13 0.06
N 0.7764 -0.6861 1.1308 -0.01 -0.15 -0.19
H 3.2896 0.4032 0.4939 -0.11 -0.07 -0.05
H 2.9338 -0.8200 -0.7401 0.00 0.15 0.17
H 2.8214 0.8859 -1.1479 -0.26 -0.08 0.23
H 0.3138 1.5188 -1.2217 -1.21 -0.72 -0.11
H -2.7490 -0.6806 -1.0209 0.37 0.26 0.01
H -2.9858 -0.6117 0.7076 0.68 0.35 -0.25
H -3.0951 0.8683 -0.2200 0.41 0.07 -0.10
H -1.1620 -1.1867 1.7849 0.07 0.14 -0.21
```
Positions in Å, forces in eV/Å.

Values from the calculation:
* structure (SMILES): Cc1cn(C)cn1
* HOMO-LUMO gap: 9.53 eV
* molecular weight: 96.13 u
* relative energy (zero: lowest compared OMol25 entry of this formula, charge and spin): 0.7773 eV

Record 2
C5H8N2 in the gas phase in a non-equilibrium geometry. Source: OMol25; level of theory: ωB97M-V with the def2-TZVPD basis set.

The geometry in XYZ format:
```
15
Properties=species:S:1:pos:R:3:forces:R:3
C -0.9858 1.1658 -0.2375 -0.08 -0.11 -0.04
C -0.2705 -0.1722 -0.2464 0.18 0.10 0.22
C 1.1712 -0.0990 -0.7488 0.03 -0.05 -0.07
C 1.9963 0.5902 0.2521 0.56 0.48 0.67
N 2.5983 1.1185 1.0868 -0.56 -0.48 -0.85
C -0.4308 -1.0983 0.8841 0.17 -0.02 0.53
N -0.8069 -1.5249 -0.4652 -0.14 -0.28 0.24
H -0.4621 1.8133 0.4800 -0.15 -0.11 -0.16
H -0.9575 1.6709 -1.2102 -0.04 -0.22 0.09
H -2.0277 1.0845 0.0843 0.12 -0.08 -0.04
H 1.2630 0.4123 -1.7129 -0.08 -0.04 0.12
H 1.5429 -1.1210 -0.8725 -0.01 0.17 0.01
H -1.2644 -0.8633 1.5457 0.28 -0.16 0.08
H 0.4150 -1.6087 1.3281 0.05 0.14 0.12
H -1.7994 -1.6898 -0.3653 -0.35 0.68 -0.92
```
Positions in Å, forces in eV/Å.

Values from the calculation:
* structure (SMILES): C[C@@]1(CC#N)CN1
* HOMO-LUMO gap: 10.89 eV
* molecular weight: 96.13 u
* relative energy (zero: lowest compared OMol25 entry of this formula, charge and spin): 1.5487 eV

Record 3
A molecular structure, C5H8N2 in a non-equilibrium geometry. Source: OMol25; level of theory: ωB97M-V with the def2-TZVPD basis set.

The geometry in XYZ format:
```
15
Properties=species:S:1:pos:R:3:forces:R:3
C 1.5291 0.3464 0.7949 -0.50 -1.08 0.45
C 0.4259 0.5352 -0.0373 -2.92 -2.26 -0.48
C 2.1390 1.6020 0.1419 -0.65 -0.20 -0.14
C 0.8585 1.7813 -0.7131 -0.36 0.72 -0.75
C -2.1354 -2.1619 0.1551 -0.49 -0.36 -0.11
N -0.8371 -0.2791 -0.3099 4.04 1.58 1.67
N -1.0042 -1.3179 0.4127 0.36 1.14 -0.57
H 2.3634 2.4075 0.8372 0.03 0.03 0.11
H 3.0323 1.3828 -0.4406 0.09 -0.08 0.04
H 0.9937 1.7290 -1.7956 -0.01 0.11 -0.02
H 0.2619 2.6608 -0.4627 0.06 0.10 -0.12
H -2.8555 -2.1068 0.9733 0.04 -0.01 0.02
H -2.6060 -1.8179 -0.7650 0.05 -0.06 0.11
H -1.8072 -3.1957 0.0415 -0.02 0.02 -0.01
H -0.3584 -1.5659 1.1676 0.28 0.37 -0.19
```
Positions in Å, forces in eV/Å.

Values from the calculation:
* HOMO-LUMO gap (spin up / spin down): 6.64 / 6.63 eV
* molecular weight: 96.13 u
* relative energy (zero: lowest compared OMol25 entry of this formula, charge and spin): 6.0110 eV

Record 4
C5H8N2 in the gas phase in a non-equilibrium geometry. Source: OMol25; level of theory: ωB97M-V with the def2-TZVPD basis set.

The geometry in XYZ format:
```
15
Properties=species:S:1:pos:R:3:forces:R:3
C -1.2423 -1.0161 0.7590 1.72 -3.15 0.38
C -1.2548 -1.0578 -0.7739 -1.95 3.70 -0.04
C 0.5989 0.8818 0.0397 1.97 -3.67 -0.58
C 2.1534 0.5216 -0.0391 1.07 2.52 -0.60
C -0.1045 -0.4725 -0.0912 1.44 -1.00 2.59
N 2.2945 -0.8934 0.0116 2.46 2.01 0.07
N 1.3143 -1.5726 0.0184 -4.53 -1.29 -0.12
H -1.7229 -0.3794 1.5100 -0.40 0.09 -1.09
H -1.1068 -2.0930 1.1746 0.17 2.15 -0.51
H -1.0635 -1.8922 -1.3949 -0.25 -1.08 0.00
H -1.9824 -0.2825 -1.1790 1.12 -1.09 -0.08
H 0.4731 1.5084 0.8600 -0.88 0.38 1.82
H 0.4584 1.4405 -0.7843 -1.01 2.01 -2.95
H 2.6804 0.9183 -1.0503 -1.23 -0.58 2.28
H 2.5643 1.1033 0.8512 0.32 -1.01 -1.16
```
Positions in Å, forces in eV/Å.

Values from the calculation:
* spin multiplicity: 3
* HOMO-LUMO gap (spin up / spin down): 6.56 / 8.77 eV
* molecular weight: 96.13 u
* relative energy (zero: lowest compared OMol25 entry of this formula, charge and spin): 2.5081 eV

Record 5
A gas-phase ion, C5H8N2 (charge +1) in a non-equilibrium geometry. Source: OMol25; level of theory: ωB97M-V with the def2-TZVPD basis set.

The geometry in XYZ format:
```
15
Properties=species:S:1:pos:R:3:forces:R:3
C -0.7137 0.6856 -0.9785 4.36 4.30 -0.43
C 0.4155 0.2932 -1.8504 -4.21 0.02 1.24
C 0.5377 0.1143 -0.2521 0.43 -0.19 0.69
C 0.1886 -1.0706 0.5138 0.67 -2.92 0.39
N -1.6907 0.0024 1.6115 0.71 -0.85 0.13
C -0.9147 -1.0852 1.3396 -0.08 -1.91 0.42
N 1.6180 0.9339 0.1189 0.39 0.40 -2.47
H -1.6061 0.2710 -0.7243 -2.53 -1.76 -0.45
H -0.9573 0.6504 1.8793 -0.30 1.30 0.13
H -0.7471 1.7486 -0.6130 0.22 -0.55 -0.62
H 0.1592 -0.4101 -2.5972 0.59 -1.08 -0.91
H 1.7024 1.6287 -0.6928 0.02 -0.57 1.75
H 0.7534 -2.0735 0.3968 -0.64 1.93 0.31
H -1.2222 -2.0666 1.8856 0.47 1.59 -1.26
H 2.4771 0.3777 -0.0372 -0.08 0.28 1.09
```
Positions in Å, forces in eV/Å.

Values from the calculation:
* spin multiplicity: 2
* HOMO-LUMO gap (spin up / spin down): 5.90 / 7.37 eV
* molecular weight: 96.13 u
* relative energy (zero: lowest compared OMol25 entry of this formula, charge and spin): 7.0321 eV
* total charge: +1

Record 6
A gas-phase ion, C5H8N2 (charge +2) in a non-equilibrium geometry. Source: OMol25; level of theory: ωB97M-V with the def2-TZVPD basis set.

The geometry in XYZ format:
```
15
Properties=species:S:1:pos:R:3:forces:R:3
C 3.2959 0.0232 0.0548 0.16 -3.67 2.27
C 1.9386 -0.4057 -0.0510 -2.36 -1.84 1.03
C 0.9234 0.5579 0.0152 1.05 1.19 -1.06
C -0.3714 0.3932 -0.0903 -4.05 -0.86 -0.19
N -1.5729 0.3724 -0.1593 3.57 -1.08 -0.08
C -2.8664 0.4161 -0.0329 -3.88 0.04 0.25
N -3.7002 -0.6368 -0.0040 3.92 -0.39 0.31
H 3.5707 -0.4020 -0.8961 1.49 0.60 -1.20
H 3.9561 -0.6104 0.8112 -1.40 0.69 -1.51
H 3.3243 0.9902 0.4292 0.73 2.14 -0.51
H 1.5209 -1.4972 -0.2046 1.53 2.01 0.30
H 1.0816 1.6318 -0.1879 0.67 -0.19 0.67
H -3.2114 1.4827 -0.0133 -0.42 -1.15 0.16
H -4.6519 -0.7243 0.3375 -0.35 1.11 -0.26
H -3.2372 -1.5910 -0.0084 -0.65 1.39 -0.18
```
Positions in Å, forces in eV/Å.

Values from the calculation:
* structure (SMILES): C/C=C/C#[N+]C=[NH2+]
* HOMO-LUMO gap: 8.51 eV
* molecular weight: 96.13 u
* relative energy (zero: lowest compared OMol25 entry of this formula, charge and spin): 0.7120 eV
* total charge: +2

Record 7
A molecular structure, C5H8N2O in a non-equilibrium geometry. Source: OMol25; level of theory: ωB97M-V with the def2-TZVPD basis set.

The geometry in XYZ format:
```
16
Properties=species:S:1:pos:R:3:forces:R:3
C -0.6856 -0.8218 -0.0272 -0.08 0.10 1.92
C -0.1250 0.2492 -0.9420 2.19 -0.07 -0.89
C -0.0431 0.0557 1.0493 -0.27 1.46 0.67
C 1.4412 -0.0519 0.7589 -0.30 -0.10 0.78
C 1.4386 0.1693 -0.6438 -0.45 -1.21 -1.60
H -2.5016 -1.1223 -0.6504 -1.35 -1.97 -1.79
H -2.3387 0.3382 -0.2255 0.57 -2.41 1.83
H -0.1462 -1.7695 0.0670 -1.22 -0.44 -0.88
H -0.4148 0.3295 -2.0467 0.10 0.38 1.73
H 0.1973 2.0408 0.0977 -0.55 -0.96 0.67
H -0.4103 0.1784 2.0894 0.26 -0.58 -0.67
H 2.1301 0.3091 1.4734 0.88 0.35 0.50
H 2.1679 0.7049 -1.2284 0.15 0.05 -0.06
N -2.1413 -0.6981 0.1403 0.42 2.92 -0.57
N -0.4282 1.2028 0.1735 -0.52 2.21 -1.31
O 1.8598 -1.1143 -0.0853 0.16 0.25 -0.33
```
Positions in Å, forces in eV/Å.

Values from the calculation:
* HOMO-LUMO gap: 10.22 eV
* molecular weight: 112.13 u
* relative energy (zero: lowest compared OMol25 entry of this formula, charge and spin): 4.3915 eV

Record 8
C5H8N2O in the gas phase in a non-equilibrium geometry. Source: OMol25; level of theory: ωB97M-V with the def2-TZVPD basis set.

The geometry in XYZ format:
```
16
Properties=species:S:1:pos:R:3:forces:R:3
C -0.9490 1.3348 0.3757 1.23 0.65 0.26
C 0.2568 0.5750 0.1054 0.24 -0.47 -0.06
C 0.1433 -0.7712 -0.0098 2.02 0.17 0.66
C 1.4867 1.3312 -0.3341 -0.08 -0.24 0.25
C -0.8288 -1.7057 0.5993 -0.04 -0.10 -0.22
N -1.9186 0.7146 -0.1719 -1.71 -1.30 -0.10
N -2.3731 -0.2357 -0.6078 -1.94 1.43 -0.98
O 1.1981 -1.4863 -0.5416 0.10 -0.10 -0.16
H -1.0006 2.3702 0.6429 -0.19 0.17 -0.01
H 1.6986 1.1852 -1.3975 0.02 0.07 -0.03
H 2.3601 1.0198 0.2435 0.09 0.04 -0.07
H 1.3359 2.3955 -0.1737 0.09 0.07 -0.03
H -1.7177 -1.8126 -0.0428 0.25 -0.41 0.36
H -1.1789 -1.3558 1.5681 -0.04 0.04 0.03
H -0.3461 -2.6759 0.6862 0.01 0.00 0.11
H 1.8332 -0.8831 -0.9417 -0.04 -0.02 -0.02
```
Positions in Å, forces in eV/Å.

Values from the calculation:
* HOMO-LUMO gap: 8.14 eV
* molecular weight: 112.13 u
* relative energy (zero: lowest compared OMol25 entry of this formula, charge and spin): 3.5298 eV